(1)
153
Properties=species:S:1:pos:R:3 method="wB97M-V/def2-TZVPD" homo_ha=-0.34430 charge=+1 spin_multiplicity=1 lumo_energy_ev=-5.46 e_above_lowest_kj_mol=0.0 orbital_gap_ev=3.9 mol_weight_g_mol=792.21
Be 0.30 1.91 4.12
C -2.22 0.79 0.25
C -0.98 -0.09 0.20
C -0.86 -0.85 -1.12
C -0.42 -0.04 -2.29
C 0.88 0.70 -1.95
C 0.79 1.52 -0.66
N 0.21 0.71 0.41
O 0.35 1.13 1.53
C 0.06 2.82 -0.98
C 2.24 1.80 -0.34
C -1.12 -1.17 1.27
H -3.12 0.17 0.36
H -2.46 1.22 -0.73
H -2.18 1.51 1.05
H -1.77 -1.44 -1.30
H -0.16 -1.69 -0.98
H -1.16 0.72 -2.55
H -0.25 -0.61 -3.20
H 0.99 1.41 -2.77
H 1.69 -0.03 -2.04
H 0.65 3.37 -1.71
H -0.18 3.42 -0.10
H -0.87 2.63 -1.52
H 2.70 2.41 -1.12
H 2.88 0.92 -0.24
H 2.43 2.43 0.53
H -1.29 -0.63 2.20
H -0.22 -1.72 1.53
H -2.00 -1.75 1.04
C 4.34 -3.40 1.08
C 3.37 -2.35 1.50
O 4.10 -1.40 2.34
H 4.70 -3.89 1.99
H 5.24 -3.01 0.62
H 3.83 -4.16 0.50
H 2.55 -2.78 2.09
H 2.91 -1.78 0.68
H 3.56 -0.61 2.46
C -2.13 3.73 -6.00
C -1.42 2.92 -4.92
O -0.09 2.63 -5.38
H -1.95 3.26 -6.97
H -1.60 4.67 -6.18
H -3.19 3.84 -5.76
H -1.97 1.98 -4.85
H -1.37 3.44 -3.96
H 0.32 3.47 -5.63
C 4.27 0.80 -3.81
C 3.44 1.25 -4.99
O 4.32 1.79 -6.01
H 4.91 1.63 -3.49
H 5.03 0.05 -4.03
H 3.73 0.50 -2.91
H 2.76 2.04 -4.66
H 2.92 0.40 -5.43
H 4.24 1.22 -6.78
C -5.98 3.55 1.06
C -5.17 2.27 1.02
O -5.97 1.13 1.39
H -6.89 3.45 0.45
H -5.43 4.40 0.66
H -6.31 3.78 2.07
H -4.37 2.38 1.75
H -4.82 2.06 0.00
H -6.64 0.90 0.74
C 1.21 -3.68 -2.93
C 2.05 -4.91 -3.14
O 2.21 -5.03 -4.57
H 0.17 -3.96 -3.15
H 1.51 -2.87 -3.60
H 1.22 -3.24 -1.93
H 1.65 -5.78 -2.63
H 3.08 -4.69 -2.85
H 3.11 -5.33 -4.72
O 1.61 3.38 2.79
H 1.38 3.09 1.90
H 2.02 4.26 2.69
O -1.82 0.90 3.76
H -2.32 0.30 4.35
H -2.33 0.91 2.94
C -0.39 -2.74 4.38
C 0.72 -3.35 5.24
C 2.15 -3.16 4.84
O 0.61 -2.62 6.52
H -0.42 -3.30 3.43
H -0.15 -1.71 4.14
H -1.36 -2.86 4.86
H 0.54 -4.40 5.49
H 2.53 -3.86 4.10
H 2.84 -3.21 5.68
H 2.33 -2.13 4.48
H -0.09 -3.00 7.05
C -0.74 -4.42 -0.25
C -1.56 -5.06 0.86
C -2.88 -5.70 0.43
O -0.80 -6.06 1.56
H -1.31 -3.67 -0.79
H -0.39 -5.18 -0.94
H 0.09 -3.93 0.26
H -1.83 -4.28 1.59
H -3.40 -5.11 -0.34
H -3.53 -6.09 1.21
H -2.61 -6.58 -0.17
H -0.60 -6.77 0.93
C -6.51 1.31 -4.38
C -5.97 -0.10 -4.22
C -4.73 -0.12 -3.37
O -7.02 -0.87 -3.61
H -7.53 1.32 -4.78
H -5.93 1.84 -5.14
H -6.54 1.85 -3.43
H -5.86 -0.45 -5.25
H -3.97 0.41 -3.98
H -4.35 -1.13 -3.27
H -4.73 0.50 -2.47
H -6.94 -1.79 -3.87
C 4.08 5.24 -0.27
C 3.17 6.36 0.16
C 1.88 6.41 -0.61
O 2.82 6.24 1.59
H 4.38 5.16 -1.31
H 3.62 4.28 0.01
H 4.96 5.23 0.38
H 3.64 7.35 0.09
H 1.97 6.87 -1.59
H 1.13 6.92 -0.01
H 1.52 5.39 -0.75
H 3.65 6.32 2.08
C 7.32 1.78 4.26
C 7.06 1.16 2.88
C 8.19 1.13 1.89
O 6.68 -0.20 3.20
H 6.43 1.63 4.86
H 7.60 2.83 4.11
H 8.12 1.30 4.82
H 6.21 1.70 2.47
H 8.20 1.92 1.14
H 8.19 0.13 1.43
H 9.19 1.12 2.35
H 6.27 -0.59 2.42
C -3.90 -2.70 3.10
C -5.05 -1.75 2.91
C -6.32 -2.22 3.59
O -4.59 -0.45 3.37
H -4.02 -3.73 2.76
H -3.60 -2.83 4.16
H -2.97 -2.24 2.76
H -5.21 -1.64 1.83
H -7.11 -1.47 3.51
H -6.11 -2.27 4.66
H -6.60 -3.20 3.23
H -5.35 0.14 3.24



(2)
161
Properties=species:S:1:pos:R:3 method="wB97M-V/def2-TZVPD" homo_ha="-0.14178 / -0.31824" spin_multiplicity=7 lumo_energy_ev="0.25 / 0.00" e_above_lowest_kj_mol=0.0 orbital_gap_ev="4.1 / 8.7" mol_weight_g_mol=994.44
Ti -1.99 1.92 2.16
Ti -0.38 3.17 -1.30
Cl -0.02 0.91 0.14
O 0.37 5.08 2.00
C -0.89 4.75 1.78
O -1.84 5.04 2.56
O -1.16 4.25 0.71
H 0.34 5.65 2.78
C 3.56 -1.20 -1.06
C 2.95 -1.64 0.29
C 3.89 -2.66 0.92
O 3.35 -3.31 2.05
C 4.23 -4.02 2.92
N 2.91 -0.50 1.15
H 4.65 -1.10 -1.08
H 3.09 -0.29 -1.44
H 3.36 -2.00 -1.77
H 1.90 -1.90 0.20
H 4.83 -2.19 1.21
H 4.12 -3.39 0.15
H 5.04 -4.51 2.38
H 3.62 -4.71 3.49
H 4.61 -3.26 3.61
H 2.37 -0.86 1.92
H 2.24 0.14 0.76
C -3.22 -4.57 -1.05
C -1.71 -4.60 -1.15
C -1.02 -5.64 -0.21
O 0.39 -5.81 -0.35
C 1.12 -4.80 0.28
N -1.34 -4.95 -2.53
H -3.51 -5.58 -1.32
H -3.73 -3.80 -1.62
H -3.54 -4.44 -0.02
H -1.25 -3.65 -0.89
H -1.50 -6.59 -0.43
H -1.28 -5.40 0.82
H 0.86 -4.78 1.34
H 0.96 -3.82 -0.16
H 2.18 -5.05 0.16
H -0.73 -5.72 -2.30
H -0.74 -4.25 -2.95
C 2.18 6.65 -1.38
C 1.22 5.46 -1.62
C 1.42 4.86 -3.03
O 0.48 3.88 -3.24
C 0.58 3.32 -4.48
N 1.44 4.44 -0.62
H 1.90 7.57 -1.89
H 3.19 6.36 -1.66
H 2.15 6.91 -0.32
H 0.21 5.84 -1.44
H 2.45 4.53 -3.12
H 1.21 5.64 -3.76
H -0.29 2.68 -4.61
H 1.46 2.69 -4.60
H 0.57 4.05 -5.29
H 2.44 4.37 -0.45
H 1.11 4.85 0.24
C -2.18 1.14 -3.09
C -3.09 2.38 -2.99
C -4.65 2.16 -3.15
O -5.39 3.38 -3.20
C -5.25 4.08 -4.44
N -2.89 3.06 -1.72
H -1.16 1.34 -2.78
H -2.22 0.73 -4.11
H -2.55 0.33 -2.46
H -2.85 3.11 -3.76
H -5.06 1.58 -2.33
H -4.78 1.55 -4.05
H -5.93 4.93 -4.48
H -5.57 3.53 -5.33
H -4.22 4.43 -4.50
H -3.51 3.85 -1.83
H -3.22 2.59 -0.89
C 6.15 5.83 -0.07
C 5.25 5.64 1.20
C 4.82 4.17 1.23
O 4.07 3.73 0.08
C 3.66 2.35 0.16
N 6.05 6.11 2.25
H 5.61 5.63 -0.99
H 7.05 5.21 -0.02
H 6.56 6.83 -0.20
H 4.34 6.23 1.18
H 4.17 3.91 2.07
H 5.72 3.60 1.47
H 2.89 2.23 0.93
H 4.51 1.70 0.37
H 3.18 2.00 -0.75
H 6.84 6.64 1.94
H 6.56 5.33 2.65
C -6.67 -2.03 -0.74
C -6.37 -0.92 0.27
C -6.69 -1.33 1.81
O -8.06 -1.70 2.00
C -8.27 -2.03 3.35
N -5.04 -0.41 0.02
H -6.13 -2.94 -0.47
H -6.50 -1.69 -1.76
H -7.72 -2.24 -0.55
H -7.06 -0.10 0.06
H -6.37 -0.47 2.39
H -6.01 -2.17 1.90
H -7.78 -2.98 3.58
H -9.31 -2.30 3.53
H -7.80 -1.34 4.04
H -4.96 -0.34 -0.98
H -4.97 0.51 0.43
C 1.25 -5.83 -5.14
C 1.77 -4.45 -5.42
C 1.65 -3.52 -4.21
O 0.35 -3.21 -3.72
C 0.26 -2.10 -2.85
N 3.14 -4.68 -5.83
H 1.53 -6.56 -5.90
H 0.16 -5.85 -5.07
H 1.50 -6.18 -4.14
H 1.24 -4.00 -6.26
H 2.20 -2.64 -4.56
H 2.31 -3.77 -3.38
H -0.77 -1.85 -2.61
H 0.65 -1.20 -3.32
H 0.84 -2.21 -1.93
H 3.42 -3.79 -6.22
H 3.11 -5.29 -6.63
C 2.50 2.65 5.32
C 2.02 1.85 4.08
C 1.79 0.37 4.53
O 2.98 -0.30 4.87
C 2.76 -1.69 5.10
N 0.94 2.46 3.32
H 3.40 2.16 5.69
H 1.82 2.62 6.17
H 2.69 3.66 4.96
H 2.82 1.88 3.34
H 1.33 -0.16 3.69
H 1.01 0.47 5.29
H 3.60 -2.21 5.55
H 2.39 -2.16 4.19
H 2.08 -1.85 5.93
H 1.22 3.39 3.05
H 0.87 1.95 2.46
C -3.30 -1.81 3.58
C -2.00 -1.55 2.79
C -1.41 -2.83 2.08
O -1.20 -3.83 3.04
C 0.00 -3.73 3.83
N -2.33 -0.53 1.82
H -3.77 -0.89 3.93
H -3.15 -2.39 4.49
H -3.99 -2.24 2.87
H -1.23 -1.17 3.46
H -0.48 -2.63 1.55
H -2.19 -3.22 1.43
H 0.31 -4.68 4.26
H -0.21 -2.98 4.60
H 0.84 -3.36 3.24
H -1.53 -0.33 1.23
H -3.20 -0.65 1.33



(3)
169
Properties=species:S:1:pos:R:3 method="wB97M-V/def2-TZVPD" homo_ha=-0.37627 charge=+1 spin_multiplicity=1 lumo_energy_ev=-3.78 orbital_gap_ev=6.5 mol_weight_g_mol=1086.15
C 4.61 -1.54 2.79
C 3.72 -0.46 2.04
C 2.70 -1.24 1.15
Br 1.45 -2.27 2.34
N 1.88 -0.45 0.22
C 2.10 1.01 0.16
C 1.38 1.84 1.34
N 0.49 2.86 0.69
N 2.42 2.58 2.06
N 0.58 1.03 2.25
C 1.61 -1.07 -1.01
N 2.49 -1.30 -1.94
C 3.92 -0.97 -1.80
C 4.87 -2.21 -1.51
C 4.24 -3.62 -1.83
O 6.10 -1.95 -2.17
N 0.24 -1.48 -1.24
C -0.43 -0.58 -2.22
C -1.97 -0.56 -1.84
C -2.46 0.88 -1.42
N -3.95 0.83 -1.28
C -4.34 0.58 0.12
C -4.62 -0.91 0.45
C -5.64 -1.72 -0.18
C -5.85 -3.10 0.19
C -5.03 -3.78 1.20
C -4.02 -2.96 1.84
C -3.81 -1.58 1.46
O -2.82 -0.87 2.14
C 0.16 -2.90 -1.61
O -0.93 -3.48 -0.82
C -0.62 -4.76 -0.45
F -1.76 -5.33 0.02
F 0.29 -4.83 0.55
F -0.23 -5.51 -1.55
H 4.27 -2.59 2.61
H 5.68 -1.50 2.47
H 4.56 -1.32 3.88
H 3.23 0.16 2.83
H 4.39 0.12 1.37
H 3.24 -2.02 0.57
H 1.58 1.37 -0.77
H 3.17 1.32 0.02
H 0.09 3.40 1.46
H -0.24 2.32 0.22
H 1.96 3.32 2.59
H 3.09 3.00 1.42
H 1.13 0.60 2.99
H -0.02 0.36 1.76
H 2.21 -1.73 -2.83
H 4.15 -0.19 -1.05
H 4.25 -0.56 -2.79
H 5.11 -2.19 -0.41
H 3.86 -4.04 -0.86
H 3.45 -3.58 -2.62
H 5.08 -4.28 -2.16
H 5.99 -2.14 -3.12
H -0.32 -0.94 -3.28
H -0.08 0.48 -2.17
H -2.60 -0.85 -2.71
H -2.18 -1.22 -0.95
H -2.26 1.65 -2.22
H -1.98 1.26 -0.49
H -4.37 1.73 -1.52
H -5.30 1.14 0.30
H -3.61 0.96 0.88
H -6.31 -1.29 -0.96
H -6.64 -3.72 -0.29
H -5.21 -4.83 1.48
H -3.39 -3.42 2.63
H -2.83 -1.24 3.04
H -0.14 -3.04 -2.68
H 1.10 -3.45 -1.37
C -3.16 4.46 0.95
O -3.28 3.82 -0.32
H -3.07 3.70 1.72
H -2.27 5.08 0.96
H -4.04 5.07 1.14
H -3.35 4.52 -0.98
C -1.63 7.28 3.40
O -1.74 6.64 2.13
H -1.54 6.51 4.17
H -0.73 7.90 3.41
H -2.51 7.89 3.59
H -1.81 7.34 1.47
C -0.53 10.90 2.47
O -0.36 9.64 1.83
H -0.80 10.73 3.51
H 0.41 11.47 2.42
H -1.33 11.46 1.97
H -0.12 9.81 0.91
C -0.19 -8.73 -3.95
O -0.74 -7.49 -4.37
H -0.47 -9.50 -4.66
H 0.90 -8.65 -3.91
H -0.57 -8.99 -2.96
H -0.48 -6.82 -3.73
C -8.81 -2.32 3.04
O -7.76 -3.16 3.50
H -9.58 -2.26 3.81
H -8.42 -1.31 2.84
H -9.24 -2.73 2.12
H -7.09 -3.19 2.80
C 1.53 -0.23 5.99
O 2.39 -1.30 5.63
H 1.97 0.29 6.85
H 1.43 0.47 5.16
H 0.55 -0.61 6.27
H 1.99 -1.75 4.87
C -3.69 7.40 -3.22
O -3.38 6.17 -2.56
H -3.81 8.17 -2.47
H -2.87 7.67 -3.89
H -4.62 7.29 -3.78
H -3.27 5.50 -3.25
C 1.31 -8.45 -0.15
O 1.09 -8.02 -1.49
H 2.24 -9.01 -0.11
H 1.38 -7.59 0.52
H 0.49 -9.10 0.17
H 0.27 -7.52 -1.50
C 4.46 5.71 3.68
O 4.01 5.05 2.49
H 4.27 5.06 4.53
H 5.52 5.91 3.61
H 3.91 6.64 3.81
H 4.19 5.64 1.75
C 6.57 4.80 6.52
O 6.01 6.04 6.08
H 6.28 4.02 5.81
H 7.66 4.88 6.54
H 6.19 4.55 7.51
H 6.28 6.71 6.72
C -5.02 7.40 5.85
O -4.63 8.37 4.89
H -4.26 7.35 6.62
H -5.97 7.68 6.30
H -5.11 6.42 5.37
H -5.32 8.39 4.21
C -0.06 -10.08 -8.08
O 0.64 -9.09 -7.33
H 0.60 -10.45 -8.87
H -0.34 -10.91 -7.43
H -0.95 -9.64 -8.53
H 0.04 -8.77 -6.65
C 3.82 -0.82 -5.82
O 4.15 -2.02 -5.13
H 3.66 -0.03 -5.08
H 4.63 -0.53 -6.48
H 2.90 -0.95 -6.39
H 4.28 -2.71 -5.80
C 7.85 -3.91 1.52
O 8.20 -2.92 0.55
H 8.63 -3.94 2.28
H 6.90 -3.65 1.98
H 7.78 -4.88 1.03
H 7.51 -2.90 -0.12
C -3.58 2.25 -4.82
O -3.17 3.61 -4.70
H -4.66 2.20 -4.65
H -3.35 1.88 -5.81
H -3.07 1.65 -4.06
H -2.22 3.64 -4.85
C -3.02 -3.12 -5.08
O -2.13 -2.91 -3.98
H -3.30 -2.15 -5.49
H -2.52 -3.71 -5.85
H -3.92 -3.63 -4.74
H -1.90 -3.77 -3.63